Entry 1:
Formula: C38H86Cl2N15O11
Source: the Open Molecules 2025 dataset
Level of theory: ωB97M-V/def2-TZVPD

The geometry in ORCA input format:
```
! wB97M-V def2-TZVPD RIJCOSX def2/J DEFGRID3
* xyz 1 1
C 1.239 1.991 -1.469
C 0.803 3.363 -0.996
Cl 2.201 4.425 -1.143
C -0.364 3.920 -1.810
Cl -0.718 5.592 -1.369
N -1.585 3.165 -1.535
C -2.699 3.405 -0.811
N -3.529 2.391 -0.804
C -2.963 1.460 -1.582
N -3.361 0.221 -1.880
N -1.789 1.923 -2.074
H 2.078 1.690 -0.859
H 0.478 1.244 -1.290
H 1.575 1.988 -2.501
H 0.484 3.292 0.037
H -0.169 3.912 -2.875
H -2.829 4.326 -0.279
H -2.624 -0.475 -1.918
H -4.295 -0.014 -2.149
H -1.163 1.401 -2.670
C -0.729 -0.272 2.321
O -0.244 0.777 1.905
N -2.039 -0.522 2.370
C -2.569 -1.793 2.847
C -2.924 0.530 1.910
H -0.111 -1.108 2.681
H -3.147 -2.273 2.056
H -3.217 -1.627 3.709
H -1.751 -2.458 3.131
H -2.681 0.766 0.878
H -2.780 1.435 2.502
H -3.960 0.213 1.976
C -0.357 -5.263 3.648
O -1.058 -4.269 3.485
N 0.780 -5.286 4.341
C 1.566 -6.502 4.495
C 1.248 -4.057 4.967
H -0.627 -6.240 3.217
H 1.664 -6.759 5.547
H 2.565 -6.369 4.083
H 1.074 -7.318 3.969
H 0.502 -3.696 5.675
H 1.396 -3.287 4.205
H 2.174 -4.252 5.494
C -2.679 4.418 -4.488
O -3.502 3.518 -4.494
N -2.300 5.131 -5.553
C -1.313 6.191 -5.465
C -2.908 4.826 -6.844
H -2.175 4.712 -3.552
H -1.747 7.143 -5.777
H -0.459 5.970 -6.106
H -0.965 6.287 -4.437
H -3.988 4.959 -6.794
H -2.708 3.792 -7.120
H -2.496 5.490 -7.597
C -0.518 -2.086 -3.288
O -1.547 -1.422 -3.110
N -0.340 -3.320 -2.846
C 0.890 -4.056 -3.094
C -1.400 -3.973 -2.083
H 0.340 -1.683 -3.844
H 0.674 -4.966 -3.653
H 1.359 -4.328 -2.149
H 1.579 -3.442 -3.669
H -2.307 -4.031 -2.685
H -1.619 -3.396 -1.185
H -1.085 -4.971 -1.799
C 5.437 2.241 0.422
O 5.559 1.241 -0.262
N 4.376 2.498 1.205
C 4.270 3.713 1.989
C 3.302 1.520 1.259
H 6.199 3.038 0.447
H 4.192 3.477 3.052
H 3.387 4.283 1.693
H 5.153 4.329 1.833
H 3.679 0.562 1.617
H 2.889 1.361 0.266
H 2.517 1.870 1.924
C -1.949 -7.686 -0.020
O -1.296 -6.762 -0.476
N -3.278 -7.805 -0.141
C -4.008 -8.926 0.422
C -4.004 -6.773 -0.862
H -1.485 -8.512 0.542
H -4.526 -9.477 -0.364
H -4.744 -8.575 1.146
H -3.317 -9.599 0.923
H -3.642 -6.702 -1.888
H -3.859 -5.805 -0.382
H -5.062 -7.018 -0.868
C 3.436 -4.686 8.067
O 2.895 -5.248 7.126
N 4.571 -5.090 8.644
C 5.148 -4.384 9.773
C 5.252 -6.278 8.131
H 3.012 -3.779 8.531
H 6.149 -4.027 9.527
H 5.216 -5.045 10.639
H 4.525 -3.531 10.033
H 5.526 -6.139 7.088
H 4.590 -7.140 8.192
H 6.143 -6.458 8.726
C 4.214 2.052 -4.312
O 3.179 1.410 -4.204
N 5.327 1.823 -3.605
C 6.522 2.629 -3.766
C 5.333 0.727 -2.644
H 4.307 2.901 -5.009
H 7.360 2.008 -4.086
H 6.785 3.111 -2.823
H 6.349 3.397 -4.516
H 5.132 -0.217 -3.150
H 4.565 0.876 -1.888
H 6.302 0.678 -2.158
C 5.194 -5.416 4.528
O 5.213 -6.578 4.887
N 6.054 -4.877 3.648
C 5.983 -3.483 3.257
C 7.084 -5.728 3.073
H 4.450 -4.696 4.911
H 5.818 -3.393 2.182
H 6.911 -2.966 3.510
H 5.160 -2.999 3.779
H 6.631 -6.562 2.539
H 7.718 -6.138 3.858
H 7.689 -5.143 2.387
C -5.443 8.576 -4.139
O -6.107 9.507 -4.537
N -4.481 8.660 -3.194
C -3.740 7.493 -2.774
C -4.201 9.955 -2.593
H -5.566 7.554 -4.532
H -3.892 7.312 -1.705
H -2.670 7.624 -2.958
H -4.088 6.623 -3.330
H -5.094 10.349 -2.109
H -3.892 10.667 -3.357
H -3.409 9.845 -1.857
C -8.391 4.284 -1.720
O -8.393 3.184 -1.207
N -7.398 4.750 -2.503
C -7.425 6.072 -3.095
C -6.261 3.882 -2.757
H -9.213 5.007 -1.582
H -7.385 5.998 -4.184
H -6.569 6.649 -2.746
H -8.337 6.592 -2.812
H -6.583 2.961 -3.241
H -5.772 3.612 -1.819
H -5.551 4.390 -3.404
*
```

Calculated values
largest force on an atom: 1.535 eV/Å
frontier orbital gap: 8.3 eV

These are the Löwdin partial charges, in e, on atoms 1 to 5: atom 1 (C): -0.113, atom 2 (C): -0.737, atom 3 (Cl): 0.693, atom 4 (C): -0.659, atom 5 (Cl): 0.731

Entry 2:
Formula: C36H62Br27F3N3O2
Source: the Open Molecules 2025 dataset
Level of theory: ωB97M-V/def2-TZVPD

The geometry in ORCA input format:
```
! wB97M-V def2-TZVPD RIJCOSX def2/J DEFGRID3
* xyz 1 1
C 6.343 1.423 0.136
C 6.565 -0.062 0.508
C 6.297 -0.948 -0.717
C 4.790 -1.139 -1.006
C 4.629 -1.885 -2.348
C 3.269 -1.546 -3.035
C 3.440 -1.194 -4.526
C 2.963 0.213 -4.902
C 1.540 0.507 -4.365
C 0.874 1.623 -5.188
C -0.683 1.563 -5.215
C -1.445 2.649 -4.414
C -2.586 2.080 -3.533
N -2.520 2.287 -2.046
C -3.172 1.094 -1.422
C -2.032 0.064 -1.100
C -2.064 -1.221 -1.978
C -1.814 -2.557 -1.240
C -2.674 -3.655 -1.910
C -2.229 -5.110 -1.612
C -3.448 -5.987 -1.249
C -3.746 -6.015 0.264
C -4.545 -4.779 0.679
O -5.494 -4.979 1.727
C -6.032 -3.697 2.019
N -0.809 0.870 -1.583
C -1.260 2.169 -1.441
N -0.690 3.144 -0.799
C -1.278 4.485 -0.746
C -2.442 4.493 0.235
O -1.987 4.157 1.540
C -3.186 5.848 0.221
F -4.443 5.648 0.775
F -2.537 6.840 0.910
F -3.415 6.237 -1.085
H 7.103 1.729 -0.584
H 5.350 1.555 -0.297
H 6.392 2.051 1.028
H 7.591 -0.161 0.867
H 5.840 -0.319 1.288
H 6.721 -0.446 -1.593
H 6.759 -1.931 -0.584
H 4.313 -0.156 -1.027
H 4.377 -1.707 -0.165
H 4.667 -2.958 -2.147
H 5.458 -1.561 -2.978
H 2.805 -0.749 -2.451
H 2.613 -2.412 -2.940
H 4.473 -1.356 -4.842
H 2.840 -1.895 -5.122
H 3.654 0.963 -4.505
H 2.911 0.285 -5.992
H 1.639 0.879 -3.341
H 0.968 -0.425 -4.382
H 1.185 2.607 -4.834
H 1.187 1.442 -6.218
H -0.978 0.556 -4.914
H -0.965 1.680 -6.263
H -0.769 3.326 -3.883
H -1.949 3.254 -5.170
H -3.503 2.593 -3.829
H -2.728 1.028 -3.782
H -3.603 1.396 -0.458
H -4.030 0.710 -1.966
H -1.822 -0.075 -0.039
H -3.067 -1.275 -2.414
H -1.333 -1.089 -2.775
H -1.990 -2.507 -0.164
H -0.775 -2.850 -1.430
H -3.713 -3.462 -1.617
H -2.640 -3.474 -2.990
H -1.814 -5.489 -2.549
H -1.483 -5.128 -0.815
H -4.345 -5.639 -1.773
H -3.259 -6.999 -1.611
H -4.354 -6.894 0.452
H -2.785 -6.052 0.781
H -3.853 -3.964 0.943
H -5.113 -4.440 -0.199
H -6.921 -3.791 2.636
H -5.265 -3.118 2.546
H -6.281 -3.144 1.102
H -0.067 0.746 -0.887
H 0.187 2.937 -0.311
H -0.538 5.222 -0.437
H -1.669 4.728 -1.732
H -3.207 3.757 -0.038
H -2.699 3.621 1.938
C 1.369 2.182 2.538
Br 2.577 2.482 4.001
Br 2.100 2.819 0.849
Br 0.829 0.337 2.394
H 0.477 2.762 2.731
C 1.400 -7.646 -0.846
Br -0.316 -8.493 -0.650
Br 2.841 -8.902 -0.643
Br 1.525 -6.683 -2.509
H 1.490 -6.923 -0.048
C -3.408 -8.840 3.755
Br -4.381 -7.348 3.023
Br -1.504 -8.601 3.563
Br -3.901 -9.199 5.582
H -3.674 -9.715 3.179
C -3.573 -10.849 -1.644
Br -4.430 -9.643 -2.876
Br -3.949 -10.387 0.192
Br -4.026 -12.680 -2.014
H -2.506 -10.749 -1.786
C 3.740 6.811 2.868
Br 1.925 6.176 3.021
Br 4.353 7.593 4.512
Br 4.927 5.426 2.247
H 3.741 7.590 2.119
C 8.131 8.319 6.278
Br 6.664 8.110 7.509
Br 9.462 9.531 6.958
Br 8.896 6.624 5.787
H 7.729 8.761 5.376
C -5.356 4.153 3.664
Br -7.227 3.910 4.013
Br -4.413 4.836 5.190
Br -4.535 2.520 3.008
H -5.269 4.884 2.876
C 9.688 13.228 5.941
Br 10.823 14.528 6.792
Br 8.004 13.992 5.404
Br 10.576 12.364 4.466
H 9.470 12.464 6.673
C -7.143 -1.883 5.460
Br -7.916 -1.803 7.219
Br -5.690 -3.144 5.380
Br -8.480 -2.224 4.109
H -6.731 -0.907 5.250
*
```

Calculated values
largest force on an atom: 3.170 eV/Å
frontier orbital gap: 8.2 eV

These are the Löwdin partial charges, in e, on atoms 1 to 5: atom 1 (C): -0.112, atom 2 (C): -0.251, atom 3 (C): -0.230, atom 4 (C): -0.217, atom 5 (C): -0.185

Entry 3:
Formula: C7H12N2
Source: the Open Molecules 2025 dataset
Level of theory: ωB97M-V/def2-TZVPD

The geometry in ORCA input format:
```
! wB97M-V def2-TZVPD RIJCOSX def2/J DEFGRID3
* xyz 0 1
C -0.853 -1.076 1.223
C -0.448 -0.810 -0.109
C -1.490 -0.934 -1.107
C -1.120 0.450 -0.737
C 0.448 1.474 0.492
C 0.860 -0.103 0.014
C 2.235 -0.648 0.169
H 0.320 -1.100 1.852
H -1.266 -2.301 1.236
H -1.728 -0.526 1.707
H -2.291 -1.375 -0.683
H -1.319 -0.947 -2.171
H -0.693 0.570 -1.773
H -1.499 2.350 -0.036
H 0.668 2.267 -0.240
H 0.578 2.053 1.416
H 2.224 -1.814 0.017
H 2.996 -0.165 0.680
H 1.857 1.048 -1.113
N -1.182 1.520 0.253
N 1.702 0.066 -1.092
*
```

Calculated values
largest force on an atom: 7.712 eV/Å
SMILES: C[C@@]12C[C@H]1NC[C@@]21CN1
frontier orbital gap: 9.0 eV
energy above the lowest of the compared OMol25 structures with the same formula, charge and spin: 195.6 kcal per mole

These are the Löwdin partial charges, in e, on atoms 1 to 5: atom 1 (C): -0.078, atom 2 (C): -0.441, atom 3 (C): -0.033, atom 4 (C): -0.277, atom 5 (C): 0.004

Entry 4:
Formula: C13H11Br3F2
Source: the Open Molecules 2025 dataset
Level of theory: ωB97M-V/def2-TZVPD

The geometry in ORCA input format:
```
! wB97M-V def2-TZVPD RIJCOSX def2/J DEFGRID3
* xyz 0 1
F -0.815 1.125 -0.875
C -1.246 -0.159 -0.878
C -0.401 -1.128 -1.343
C -0.828 -2.464 -1.308
C -2.109 -2.746 -0.885
C -2.978 -1.705 -0.496
C -2.559 -0.394 -0.494
H 0.558 -0.824 -1.739
H -0.126 -3.216 -1.640
H -2.533 -3.740 -0.828
H -4.019 -1.914 -0.286
H -3.204 0.427 -0.216
F 0.788 6.148 0.483
C 1.299 5.083 1.127
C 2.185 5.266 2.163
C 2.655 4.145 2.835
C 2.238 2.857 2.486
C 1.365 2.710 1.409
C 0.889 3.830 0.733
H 2.583 6.199 2.538
H 3.335 4.321 3.658
H 2.571 2.029 3.094
H 1.082 1.717 1.090
H 0.243 3.767 -0.133
C -0.244 -6.201 -1.990
Br -1.391 -5.558 -3.410
Br 1.615 -5.823 -2.432
Br -0.454 -8.106 -1.564
H -0.497 -5.648 -1.098
*
```

Calculated values
largest force on an atom: 1.142 eV/Å
frontier orbital gap: 8.9 eV
energy above the lowest of the compared OMol25 structures with the same formula, charge and spin: 0.0 kcal per mole

These are the Löwdin partial charges, in e, on atoms 1 to 5: atom 1 (F): 0.042, atom 2 (C): -0.286, atom 3 (C): -0.009, atom 4 (C): -0.088, atom 5 (C): -0.102